Below is a single CH5N3 molecule in a non-equilibrium geometry, with properties calculated with ωB97M-V with the def2-TZVPD basis set.

Results
**SMILES**: [H]/N=C\NN
**E**: -205.23158 hartree

Each line ends with the Mulliken charge.
Positions of all 9 atoms, in Å:
H: 0.7457 -1.3685 -0.1191  0.400
N: 1.5684 -0.8016 0.0189  -0.583
C: 1.0826 0.4429 0.0255  -0.033
N: -0.3230 0.6585 -0.1798  -0.364
N: -1.0119 -0.7283 0.0216  -0.556
H: 1.8678 1.2852 -0.2040  0.276
H: -0.7597 1.2706 0.4853  0.237
H: -1.5767 -0.6493 -0.9660  0.311
H: -1.5931 -0.1095 0.9175  0.313

Cartesian forces (eV/Å) of the 2 atoms listed first:
H -0.2 -0.8 0.5
N -0.5 4.5 -0.2